Record 1
ORCA calculation (wB97M-V/def2-TZVPD) on a 2-piece molecular cluster, C3H9NOS overall.

Last columns: bonded neighbours and bond lengths (Å).
Element x y z (Å)
1 N 2.951 0.813 -0.111  C2 1.391, H4 1.060, H5 0.961
2 C 2.173 1.866 -0.580  N1 1.391, O3 1.223, H6 1.110
3 O 1.707 1.845 -1.710  C2 1.223
4 H 2.756 0.458 0.869  N1 1.060
5 H 2.960 0.253 -0.892  N1 0.961
6 H 2.159 2.686 0.167  C2 1.110
7 C -0.516 -1.361 -0.440  S8 1.833, H10 1.137, H11 1.126, H12 1.125
8 S -1.136 -1.379 1.285  C7 1.833, C9 1.859
9 C -2.750 -0.495 1.025  S8 1.859, H13 1.061, H14 1.180, H15 1.023
10 H 0.526 -0.910 -0.507  C7 1.137
11 H -0.556 -2.297 -1.064  C7 1.126
12 H -1.191 -0.681 -1.028  C7 1.125
13 H -3.034 -0.349 0.014  C9 1.061
14 H -2.599 0.598 1.445  C9 1.180
15 H -3.449 -1.047 1.528  C9 1.023

Energy relative to the best compared isomer or geometry (same formula, charge and spin), kcal/mol: 32.36
LUMO energy, eV: 0.744
E, eV: -17628.802

Record 2
ORCA calculation (wB97M-V/def2-TZVPD) on one molecule with the formula C3H9NOS.

Last columns: bonded neighbours and bond lengths (Å).
Element x y z (Å)
1 C -0.423 1.584 1.192  C2 1.608, H7 1.116, H8 1.093, H9 1.022
2 C 0.479 0.495 0.427  C1 1.608, C3 1.523, H10 1.017, H11 1.032
3 C -0.268 -0.575 -0.358  C2 1.523, N4 1.519, O5 1.390, H12 1.066
4 N 0.768 -1.519 -0.942  C3 1.519, S6 1.688, H13 1.009
5 O -1.182 -1.284 0.414  C3 1.390, H14 0.928
6 S 0.409 -2.564 -2.218  N4 1.688, H15 1.406
7 H -1.387 1.308 1.683  C1 1.116
8 H 0.062 2.183 1.966  C1 1.093
9 H -0.754 2.219 0.463  C1 1.022
10 H 1.180 0.840 -0.225  C2 1.017
11 H 0.930 -0.113 1.130  C2 1.032
12 H -0.578 -0.229 -1.318  C3 1.066
13 H 1.302 -1.816 -0.138  N4 1.009
14 H -1.480 -1.831 -0.274  O5 0.928
15 H 1.303 -2.210 -3.245  S6 1.406

Energy relative to the best compared isomer or geometry (same formula, charge and spin), kcal/mol: 22.54
Multiplicity: 3
LUMO energy (spin up / spin down), eV: 0.762 / -2.712
E, eV: -17623.169

Record 3
ORCA calculation (wB97M-V/def2-TZVPD) on one molecule with the formula C3H9NOS2.

Last columns: bonded neighbours and bond lengths (Å).
Element x y z (Å)
1 C -1.253 1.429 0.494  S2 1.706, H8 1.118, H9 1.098, H10 1.006
2 S -1.205 -0.275 0.408  C1 1.706, O3 1.455, S4 1.912, C5 1.778
3 O -0.607 -0.834 1.611  S2 1.455
4 S -2.930 -0.912 -0.113  S2 1.912
5 C -0.047 -0.497 -0.924  S2 1.778, C6 1.518, H11 1.064, H12 1.134
6 C 1.324 -0.082 -0.421  C5 1.518, N7 1.462, H13 1.152, H14 0.987
7 N 1.959 -0.867 0.636  C6 1.462, H15 1.064, H16 1.143
8 H -2.055 1.738 1.210  C1 1.118
9 H -0.237 1.724 0.790  C1 1.098
10 H -1.436 1.870 -0.391  C1 1.006
11 H -0.181 -1.515 -1.204  C5 1.064
12 H -0.165 0.128 -1.863  C5 1.134
13 H 1.183 1.060 -0.358  C6 1.152
14 H 1.976 -0.088 -1.162  C6 0.987
15 H 1.201 -1.220 1.294  N7 1.064
16 H 2.475 -1.659 -0.006  N7 1.143

Energy relative to the best compared isomer or geometry (same formula, charge and spin), kcal/mol: 65.19
LUMO energy, eV: 0.592
E, eV: -28462.612

Record 4
ORCA calculation (wB97M-V/def2-TZVPD) on one molecule with the formula C3H9NOS2.

Last columns: bonded neighbours and bond lengths (Å).
Element x y z (Å)
1 N -0.979 -1.126 0.535  C2 1.420, H8 0.999, H9 0.999
2 C -0.583 0.143 1.035  N1 1.420, C3 1.543, C5 1.531, H10 1.100
3 C -0.144 0.082 2.513  C2 1.543, O4 1.463, H11 1.099, H12 1.084
4 O -1.183 -0.621 3.264  C3 1.463, H13 0.957
5 C 0.518 0.832 0.224  C2 1.531, S6 1.838, H14 1.096, H15 1.092
6 S 0.112 1.019 -1.559  C5 1.838, S7 2.029
7 S 1.212 -0.513 -2.309  S6 2.029, H16 1.344
8 H -0.374 -1.910 0.669  N1 0.999
9 H -1.531 -1.137 -0.297  N1 0.999
10 H -1.439 0.834 1.007  C2 1.100
11 H 0.611 -0.711 2.612  C3 1.099
12 H 0.000 1.000 3.072  C3 1.084
13 H -1.991 -0.118 3.365  O4 0.957
14 H 1.396 0.179 0.286  C5 1.096
15 H 0.875 1.772 0.651  C5 1.092
16 H 0.255 -1.335 -2.770  S7 1.344

Energy relative to the best compared isomer or geometry (same formula, charge and spin), kcal/mol: 26.56
LUMO energy, eV: 0.503
E, eV: -28464.287

Record 5
ORCA calculation (wB97M-V/def2-TZVPD) on an isolated ion of composition C3H9NPS and charge +1.

Last columns: bonded neighbours and bond lengths (Å).
Element x y z (Å)
1 C -0.369 0.435 -0.576  C2 1.540, C3 1.483, S6 1.893, H7 1.148
2 C 1.000 1.102 -0.343  C1 1.540, P5 1.942, H8 1.032, H9 1.020
3 C -1.106 -0.640 0.131  C1 1.483, N4 1.306, S6 2.158, H10 1.053
4 N -1.652 -1.652 -0.489  C3 1.306, H12 1.049, H13 1.028
5 P 2.387 -0.255 -0.404  C2 1.942, H14 1.487, H15 1.491
6 S -2.035 1.271 -0.248  C1 1.893, C3 2.158, H11 1.435
7 H -0.484 0.274 -1.707  C1 1.148
8 H 1.151 1.579 -1.245  C2 1.032
9 H 1.012 1.697 0.486  C2 1.020
10 H -1.074 -0.715 1.180  C3 1.053
11 H -2.132 1.398 1.178  S6 1.435
12 H -2.204 -2.342 0.075  N4 1.049
13 H -1.687 -1.639 -1.517  N4 1.028
14 H 2.008 -0.838 0.910  P5 1.487
15 H 3.527 0.479 0.217  P5 1.491

Energy relative to the best compared isomer or geometry (same formula, charge and spin), kcal/mol: 0.00
LUMO energy, eV: -4.044
Charge: +1
E, eV: -24862.254

Record 6
ORCA calculation (wB97M-V/def2-TZVPD) on a 2-piece molecular cluster, C3H9NS overall.

Last columns: bonded neighbours and bond lengths (Å).
Element x y z (Å)
1 C 1.242 1.512 -1.559  N2 1.271, H3 1.085, H4 1.090
2 N 0.028 1.641 -1.910  C1 1.271, H5 1.022
3 H 1.473 1.902 -0.572  C1 1.085
4 H 1.973 1.215 -2.311  C1 1.090
5 H -0.131 1.187 -2.812  N2 1.022
6 C -1.749 -1.443 0.565  S7 1.847, H9 1.081, H10 1.088, H11 1.083
7 S 0.003 -1.822 1.010  C6 1.847, C8 1.838
8 C 0.723 -0.200 1.489  S7 1.838, H12 1.086, H13 1.085, H14 1.086
9 H -1.918 -1.928 -0.386  C6 1.081
10 H -1.777 -0.359 0.464  C6 1.088
11 H -2.425 -1.802 1.331  C6 1.083
12 H 1.746 -0.333 1.149  C8 1.086
13 H 0.126 0.544 0.971  C8 1.085
14 H 0.686 -0.116 2.571  C8 1.086

Energy relative to the best compared isomer or geometry (same formula, charge and spin), kcal/mol: 33.01
LUMO energy, eV: 0.989
E, eV: -15580.899

Record 7
ORCA calculation (wB97M-V/def2-TZVPD) on an isolated ion of composition C3H9NS and charge +1.

Last columns: bonded neighbours and bond lengths (Å).
Element x y z (Å)
1 C -1.195 1.265 -0.597  S2 1.757, H3 1.097, H4 1.063, H5 1.093
2 S -1.381 -0.185 0.376  C1 1.757, C7 1.903
3 H -0.439 1.106 -1.376  C1 1.097
4 H -2.074 1.532 -1.131  C1 1.063
5 H -0.790 2.064 0.031  C1 1.093
6 C 1.897 -0.319 -1.083  N8 1.452, H9 1.094, H10 1.083, H11 1.097
7 C 0.386 -0.717 0.840  S2 1.903, N8 1.389, H12 1.089, H13 1.094
8 N 1.465 -0.049 0.277  C6 1.452, C7 1.389, H14 1.009
9 H 2.673 -1.085 -1.170  C6 1.094
10 H 2.338 0.546 -1.565  C6 1.083
11 H 1.072 -0.712 -1.688  C6 1.097
12 H 0.299 -1.765 0.559  C7 1.089
13 H 0.441 -0.527 1.916  C7 1.094
14 H 1.501 0.922 0.549  N8 1.009

Energy relative to the best compared isomer or geometry (same formula, charge and spin), kcal/mol: 8.16
Multiplicity: 2
LUMO energy (spin up / spin down), eV: -3.354 / -8.109
Charge: +1
E, eV: -15573.263

Record 8
ORCA calculation (wB97M-V/def2-TZVPD) on a 2-piece molecular cluster, C3H9NS overall.

Last columns: bonded neighbours and bond lengths (Å).
Element x y z (Å)
1 C -2.750 2.435 -1.671  S2 1.761, H3 1.187, H4 1.135, H5 1.120
2 S -1.835 1.755 -0.328  C1 1.761
3 H -2.838 1.642 -2.551  C1 1.187
4 H -3.751 2.881 -1.377  C1 1.135
5 H -2.306 3.450 -1.829  C1 1.120
6 C 2.571 -1.228 0.974  N8 1.380, H9 1.129, H10 1.136, H11 1.169
7 C 0.193 -1.648 0.959  N8 1.321, H12 1.114, H13 1.153
8 N 1.300 -1.145 0.442  C6 1.380, C7 1.321, H14 1.054
9 H 2.425 -1.660 2.006  C6 1.129
10 H 3.067 -0.216 0.834  C6 1.136
11 H 3.279 -2.058 0.554  C6 1.169
12 H 0.248 -2.121 1.966  C7 1.114
13 H -0.839 -1.325 0.559  C7 1.153
14 H 1.236 -0.761 -0.538  N8 1.054

Energy relative to the best compared isomer or geometry (same formula, charge and spin), kcal/mol: 29.88
Multiplicity: 2
LUMO energy (spin up / spin down), eV: -5.644 / -5.650
Charge: +1
E, eV: -15572.321